Entry 1:
57
Properties=species:S:1:pos:R:3:forces:R:3:mulliken_spin:R:1 method="wB97M-V/def2-TZVPD" spin_multiplicity=2 total_charge=-1 de_lowest_kcal_mol=35.5
V 1.059 -0.014 0.799 0.18 0.51 -0.83 0.821
C 0.723 4.078 1.865 0.07 0.03 0.04 -0.006
C 0.227 2.677 1.667 0.20 -0.39 -0.41 0.100
O 1.055 1.897 0.985 -0.33 0.71 0.39 0.018
C -0.978 2.240 2.147 -0.09 -0.14 0.01 -0.059
C -1.493 0.908 2.047 -0.01 -0.14 -0.26 0.115
C -2.891 0.627 2.542 0.07 0.00 0.08 -0.003
N -0.751 -0.062 1.507 -0.74 -0.25 0.58 -0.012
N -1.407 -1.296 1.323 -0.39 0.52 0.27 -0.007
C -0.650 -2.093 0.646 0.33 -0.05 -0.46 0.016
O 0.538 -1.772 0.240 -0.51 -1.71 -0.31 -0.014
C -1.225 -3.392 0.195 0.17 0.11 0.15 0.010
C -2.465 -3.835 0.646 -0.25 -0.13 0.05 0.003
C -2.999 -5.029 0.180 -0.01 0.10 0.08 -0.004
C -2.303 -5.798 -0.746 0.01 0.03 -0.01 0.006
C -1.060 -5.367 -1.187 0.09 0.13 0.04 -0.003
C -0.522 -4.173 -0.714 0.07 -0.20 -0.15 0.004
H 1.034 4.507 0.907 -0.01 0.00 0.04 0.002
H 1.605 4.043 2.513 -0.07 -0.01 -0.05 0.003
H -0.040 4.710 2.323 0.02 0.01 -0.01 0.001
H -1.596 2.962 2.666 -0.01 0.01 0.01 -0.001
H -3.456 1.558 2.613 0.02 -0.02 0.03 0.002
H -2.880 0.161 3.538 0.01 0.02 -0.10 0.006
H -3.417 -0.069 1.887 0.00 0.04 -0.02 0.003
H -2.996 -3.224 1.366 0.01 -0.03 -0.04 0.000
H -3.962 -5.367 0.546 0.02 0.03 -0.02 0.000
H -2.726 -6.724 -1.116 0.02 -0.01 0.02 0.001
H -0.499 -5.967 -1.896 0.00 0.02 0.01 0.000
H 0.455 -3.826 -1.028 -0.03 -0.02 -0.01 0.003
O 5.199 0.819 -0.515 -0.15 -0.21 0.04 0.001
P 3.621 1.046 -0.173 0.52 -0.27 0.06 0.016
O 3.115 2.157 -1.026 0.01 0.07 0.06 0.000
O 2.953 -0.306 -0.295 -0.17 0.71 0.16 -0.003
O 3.761 1.433 1.397 -0.46 -0.14 -0.07 -0.002
P 3.048 0.851 2.764 0.46 -0.38 0.08 0.002
O 4.340 0.132 3.446 -0.11 -0.04 -0.07 0.000
O 2.636 1.975 3.626 0.00 0.07 -0.07 0.000
O 2.098 -0.301 2.439 0.78 0.68 0.53 -0.002
H 5.676 1.615 -0.268 0.09 0.08 -0.03 0.000
H 4.644 0.735 4.129 0.05 0.04 0.09 0.000
N -0.938 1.307 -3.752 0.07 -0.01 0.15 -0.003
C -1.768 1.486 -2.497 0.03 0.04 -0.06 0.002
C -1.277 0.490 -1.464 0.12 0.00 0.07 0.008
N 0.147 0.634 -1.237 0.10 0.07 -0.18 -0.019
C 0.941 0.457 -2.443 -0.15 -0.12 0.14 0.003
C 0.547 1.481 -3.482 -0.06 0.04 -0.01 -0.001
H -1.257 1.920 -4.496 -0.01 0.09 -0.01 0.001
H -1.070 0.344 -4.065 -0.02 -0.02 -0.07 0.001
H -2.815 1.348 -2.766 -0.01 0.00 -0.05 0.001
H -1.602 2.507 -2.156 -0.01 0.02 -0.03 0.000
H -1.488 -0.535 -1.795 0.01 0.00 0.05 0.001
H -1.815 0.648 -0.526 0.04 0.01 0.03 -0.009
H 0.386 1.514 -0.768 0.07 0.14 0.01 0.001
H 0.779 -0.563 -2.819 0.06 0.03 0.01 -0.002
H 1.996 0.579 -2.211 -0.02 -0.01 0.10 0.002
H 1.071 1.380 -4.432 -0.03 -0.04 0.00 0.000
H 0.694 2.484 -3.079 -0.03 0.02 -0.07 0.000

***

Entry 2:
53
Properties=species:S:1:pos:R:3:forces:R:3:nbo_charge:R:1 method="wB97M-V/def2-TZVPD" total_charge=0 de_lowest_kcal_mol=75.9
O 0.079 4.934 0.188 0.82 -1.86 2.16 -0.944
H 0.824 5.461 0.472 0.54 0.84 -0.55 0.460
Pb 0.882 2.281 0.181 -3.66 -1.49 -0.92 1.473
N 2.078 -0.580 -0.412 -0.40 -1.65 0.07 0.023
N 2.205 1.487 -2.023 -0.50 1.37 -0.69 -0.016
N -0.001 0.360 2.030 -3.25 0.82 2.01 -0.208
N -0.943 2.895 2.014 0.05 -1.23 0.77 -0.097
O 1.836 -1.666 0.259 0.58 1.52 -1.25 -0.493
O 0.222 -0.985 2.086 1.27 -1.03 -1.04 -0.612
O -1.274 4.130 2.216 0.70 -0.65 -0.50 -0.569
O 2.026 2.454 -2.803 0.60 -1.01 0.59 -0.312
C 2.477 0.268 -2.597 -0.53 -1.22 1.23 0.205
C 2.350 -0.857 -1.724 0.37 1.23 -0.81 0.116
C -1.140 0.610 2.706 1.78 0.75 -1.90 0.235
C -1.621 1.963 2.708 1.31 2.93 -1.54 0.030
C 2.433 -2.273 -2.205 0.02 -0.14 -0.03 -0.670
H 1.433 -2.735 -2.124 0.44 0.05 0.01 0.242
H 3.133 -2.853 -1.575 -0.40 0.25 -0.29 0.252
H 2.753 -2.316 -3.257 -0.14 -0.07 0.53 0.221
C 2.691 0.184 -4.061 0.14 -0.14 -0.35 -0.682
H 3.334 1.007 -4.399 -0.27 -0.17 0.08 0.254
H 1.729 0.258 -4.594 0.26 0.09 0.13 0.253
H 3.150 -0.771 -4.330 -0.07 0.30 0.00 0.228
C -2.011 -0.402 3.369 0.34 -0.19 -0.02 -0.687
C -2.760 2.588 3.407 -0.60 -0.29 0.68 -0.653
H -1.403 -1.310 3.447 -0.72 0.04 0.28 0.254
H -2.896 -0.548 2.709 0.48 -0.13 0.51 0.236
H -2.355 -0.005 4.350 0.26 -0.51 -0.66 0.233
H -3.369 3.158 2.685 0.19 -0.26 0.26 0.238
H -2.403 3.339 4.133 -0.18 -0.37 -0.15 0.238
H -3.361 1.830 3.891 -0.35 0.03 0.28 0.199
H 0.918 -1.140 1.372 -0.64 -0.22 0.96 0.485
H -0.048 4.476 1.136 -1.62 1.64 -1.76 0.491
C 2.633 2.808 1.126 1.10 1.77 0.90 -1.168
H 3.290 2.601 0.282 0.67 -0.03 0.83 0.245
H 2.630 2.303 2.086 0.79 0.00 -0.10 0.270
H 2.316 3.873 1.172 1.09 -0.45 0.43 0.217
O 3.482 -1.309 2.511 -0.44 -0.12 -0.41 -0.964
H 2.930 -1.408 3.299 0.05 0.04 -0.34 0.469
H 2.883 -1.466 1.742 0.59 0.11 0.97 0.477
N -0.993 0.785 -1.088 -1.24 -2.61 -0.66 -0.372
C -1.351 -0.320 -1.224 0.95 2.64 0.41 0.353
C -1.908 -1.604 -1.457 -0.30 -0.60 -0.10 -0.231
C -1.325 -2.775 -0.956 -0.25 0.02 -0.14 -0.152
C -1.955 -3.997 -1.211 0.14 0.49 0.01 -0.211
C -3.143 -4.036 -1.951 0.24 -0.20 0.15 -0.180
C -3.703 -2.858 -2.449 0.00 -0.09 0.02 -0.231
C -3.090 -1.634 -2.204 -0.18 -0.36 -0.09 -0.092
H -0.403 -2.694 -0.376 -0.30 -0.16 -0.13 0.245
H -1.497 -4.900 -0.819 -0.20 0.05 -0.11 0.227
H -3.622 -5.007 -2.129 0.16 0.52 0.02 0.225
H -4.623 -2.897 -3.030 0.20 0.02 0.14 0.225
H -3.520 -0.706 -2.581 0.14 -0.25 0.12 0.224

***

Entry 3:
47
Properties=species:S:1:pos:R:3:forces:R:3:mulliken_charge:R:1 method="wB97M-V/def2-TZVPD" total_charge=0 de_lowest_kcal_mol=146.1
C 1.770 -0.986 -3.317 0.60 -1.47 -0.49 -1.582
C 0.065 -4.458 -0.149 0.31 0.95 -1.04 -1.636
H 0.882 -0.803 -3.942 0.76 0.33 0.28 0.420
H 2.001 -2.085 -3.161 0.44 1.54 -1.18 0.497
H 2.422 -0.296 -2.771 -0.62 -0.01 -0.47 0.490
H -0.947 -4.667 -0.512 0.26 -0.41 0.70 0.332
H 0.801 -4.505 -0.979 -0.04 -1.13 0.72 0.403
H 0.462 -4.454 0.863 -0.52 -0.81 -0.57 0.325
C -1.416 1.320 -2.272 -0.68 0.15 0.26 -0.249
C -2.230 2.430 -2.552 0.27 -0.39 0.21 -0.665
C -3.333 2.676 -1.738 0.26 -0.48 0.10 -0.507
C -3.552 1.826 -0.658 0.55 -0.44 0.04 -0.532
H -0.533 1.118 -2.887 -0.31 0.00 0.20 0.310
H -1.983 3.063 -3.396 -0.06 0.04 0.08 0.391
H -4.006 3.509 -1.928 0.15 -0.15 0.01 0.420
H -4.391 1.974 0.009 0.08 0.20 -0.18 0.269
N -1.656 0.471 -1.264 -0.06 0.34 0.14 0.124
C -2.670 0.748 -0.414 0.05 0.50 -1.01 0.409
C -2.803 -0.096 0.809 -0.27 -0.74 0.83 0.659
N -1.890 -1.069 1.004 -0.04 0.40 0.25 0.094
C -1.921 -1.752 2.156 -0.61 0.29 -0.05 0.054
C -3.916 -0.628 2.907 0.37 -0.15 -0.41 -0.558
C -2.937 -1.598 3.114 0.34 0.14 -0.38 -0.912
H -1.084 -2.432 2.332 -0.56 0.05 -0.18 0.290
H -2.931 -2.230 3.991 -0.02 0.09 0.06 0.402
C -3.830 0.143 1.752 0.52 -0.13 -0.44 -0.535
H -4.541 0.933 1.558 -0.04 -0.12 0.22 0.241
H -4.721 -0.464 3.620 0.19 -0.06 -0.12 0.421
Ba 0.508 -2.197 -1.375 -1.23 2.36 2.65 1.497
C 1.323 -2.479 2.050 -0.02 0.04 0.69 -1.286
H 0.740 -3.383 2.257 0.48 0.53 0.01 0.495
H 0.906 -1.524 2.398 0.43 -0.41 -0.42 0.372
H 2.404 -2.578 1.909 -0.50 0.12 -0.05 0.330
C 1.740 2.884 -0.005 0.08 -0.04 0.06 -0.977
Si 2.712 1.247 -0.100 0.15 0.48 0.40 0.061
C 4.097 1.609 -1.377 -0.12 -0.21 -0.04 -1.221
C 3.597 1.029 1.567 0.04 0.11 -0.03 -1.056
O 1.753 0.011 -0.382 -0.39 -1.23 -0.83 -0.211
H 2.389 3.755 -0.171 -0.13 -0.13 0.03 0.352
H 1.280 2.996 0.986 0.01 -0.02 -0.17 0.284
H 0.935 2.904 -0.751 0.13 0.01 0.07 0.158
H 4.783 2.378 -0.993 -0.20 -0.15 -0.01 0.378
H 4.703 0.722 -1.607 -0.06 0.09 0.04 0.303
H 3.694 1.989 -2.325 0.01 -0.05 0.08 0.301
H 2.977 1.407 2.390 0.07 -0.09 -0.10 0.298
H 3.797 -0.032 1.763 0.01 0.14 -0.06 0.216
H 4.550 1.571 1.592 -0.09 -0.07 0.07 0.332

***

Entry 4:
56
Properties=species:S:1:pos:R:3:forces:R:3:nbo_charge:R:1 method="wB97M-V/def2-TZVPD" total_charge=-2 de_lowest_kcal_mol=11.4
Ca -0.490 0.393 0.466 0.75 0.83 -1.51 1.768
N -0.515 -0.578 -1.848 -0.45 0.16 -0.29 -0.911
C 0.100 -1.309 -2.948 0.10 0.05 0.52 -0.215
C 1.475 -0.745 -3.263 0.22 0.31 0.05 -0.210
N 2.380 -0.715 -2.134 -0.26 -0.07 -0.05 -0.459
C 3.208 0.459 -1.994 -0.10 -0.22 0.26 -0.205
C 2.435 1.753 -1.762 -0.50 -0.32 0.19 -0.211
N 1.490 1.628 -0.659 0.35 0.48 0.01 -0.916
C 3.036 -1.971 -1.818 -0.13 0.09 -0.16 -0.216
C 2.907 -2.350 -0.356 -0.35 0.01 0.28 -0.224
N 1.576 -2.913 -0.064 0.43 0.19 -0.28 -0.859
H -0.688 0.407 -2.096 0.04 -0.34 -0.05 0.400
H -1.433 -0.944 -1.594 0.03 -0.01 -0.20 0.407
H 0.192 -2.358 -2.664 0.00 -0.09 0.12 0.191
H -0.484 -1.276 -3.869 -0.17 0.00 -0.25 0.156
H 1.904 -1.312 -4.100 0.07 -0.11 -0.22 0.152
H 1.325 0.276 -3.628 0.09 -0.01 0.06 0.192
H 3.850 0.294 -1.123 -0.01 0.00 -0.02 0.196
H 3.882 0.606 -2.857 0.11 0.02 -0.15 0.139
H 3.180 2.539 -1.631 0.19 0.27 0.10 0.155
H 1.873 2.022 -2.657 -0.09 0.01 -0.03 0.184
H 1.931 1.591 0.262 -0.03 0.00 -0.18 0.405
H 0.772 2.357 -0.686 0.27 -0.09 -0.14 0.404
H 2.572 -2.761 -2.414 0.00 -0.06 -0.01 0.193
H 4.102 -1.941 -2.099 0.06 0.05 -0.04 0.153
H 3.673 -3.089 -0.113 -0.01 -0.15 0.04 0.166
H 3.117 -1.458 0.247 0.08 0.03 0.09 0.185
H 1.518 -3.134 0.923 0.03 -0.07 0.07 0.370
H 0.882 -2.173 -0.158 0.02 -0.07 -0.08 0.383
O -4.540 0.946 -0.766 0.31 -0.05 0.18 -0.722
C -3.546 0.928 -0.030 0.44 -0.66 -0.18 0.809
O -2.610 0.044 0.005 -1.72 0.56 -0.16 -0.886
C -3.417 2.072 0.995 0.58 0.28 0.03 -0.345
C -2.555 1.706 2.226 0.16 0.44 -0.51 0.061
C -2.799 2.683 3.374 0.06 0.28 -0.19 -0.414
C -2.068 3.962 2.856 -0.19 -0.16 0.02 -0.429
C -1.530 3.487 1.504 -0.33 -0.78 0.09 0.094
O -1.212 2.099 1.795 -0.86 0.78 0.60 -0.578
C -2.658 3.364 0.458 -0.04 -0.45 0.43 -0.346
C -2.035 3.312 -0.946 0.58 -0.71 -0.34 0.801
O -2.307 4.245 -1.716 0.19 -0.33 0.11 -0.730
O -1.214 2.334 -1.146 -0.57 0.97 0.15 -0.886
H -4.431 2.319 1.288 -0.17 0.19 0.07 0.211
H -2.567 0.654 2.493 0.09 -0.08 -0.03 0.237
H -2.350 2.312 4.292 0.05 0.00 0.06 0.210
H -3.865 2.836 3.543 -0.04 0.05 0.03 0.196
H -1.247 4.237 3.516 0.03 0.01 0.04 0.205
H -2.726 4.823 2.738 -0.05 0.01 0.04 0.197
H -0.642 3.994 1.153 0.20 0.06 -0.07 0.209
H -3.294 4.239 0.483 -0.24 0.16 0.04 0.211
O 2.382 -0.654 3.385 0.20 -0.05 0.10 -0.707
C 1.398 -0.418 2.695 -0.55 0.32 -0.41 0.668
O 1.201 0.612 1.941 0.68 -0.60 0.73 -0.901
C 0.181 -1.454 2.657 0.09 0.31 -0.85 0.659
O -0.040 -2.177 3.614 -0.05 -0.22 0.26 -0.689
O -0.481 -1.419 1.538 0.40 -1.20 1.63 -0.909